1.
ORCA calculation (ωB97M-V with the def2-TZVPD basis set) on 3 unconnected molecules or ions with the total composition C2H9O2S.

As for the spin multiplicity: 2. For the frontier orbital gap (alpha / beta), the calculation gives 10.631 / 6.922 eV.

Geometry as XYZ:
```
14
Properties=species:S:1:pos:R:3:forces:R:3
C 1.07240 -0.70549 -0.57715 -0.4 0.4 -0.2
C 0.72293 -1.35240 0.76469 1.2 -1.0 -1.0
S -0.56398 -0.62106 1.72597 0.1 -0.5 0.2
H 1.46017 0.30056 -0.44371 0.0 0.2 0.1
H 1.83415 -1.25510 -1.13693 -0.1 -0.2 0.2
H 0.19166 -0.62878 -1.22263 0.1 -0.1 0.1
H 0.56445 -2.42935 0.58260 -0.6 0.3 0.2
H 1.67039 -1.42400 1.32333 -0.4 0.4 0.5
H -2.49117 0.66350 -0.62472 -0.4 0.2 0.4
H -1.49355 0.54143 -1.70250 -0.6 0.2 -0.3
O -2.44830 0.70098 -1.58134 1.0 -0.3 -0.1
H -0.35531 1.68642 1.61050 -0.1 0.1 0.0
H 0.16127 2.08327 0.27387 0.3 -0.1 -0.6
O -0.32510 2.44002 1.00803 -0.2 0.3 0.5
```
Forces are in eV/Å.



2.
ORCA calculation (ωB97M-V with the def2-TZVPD basis set) on a molecular structure, C41H54FN6O9P2S3Si2W.

The total charge is -1. As for the spin multiplicity: 3. For the frontier orbital gap (alpha / beta), the calculation gives 5.991 / 6.407 eV.

Geometry as XYZ:
```
119
Properties=species:S:1:pos:R:3:forces:R:3
W 0.31673 0.29138 0.33860 1.1 0.6 -0.1
O 4.33019 1.34410 1.19719 0.0 0.0 0.0
C 3.32720 1.54897 0.52882 0.1 0.0 0.1
O 2.41844 0.61750 0.37458 -0.1 0.2 -0.2
C 3.16239 2.84701 -0.17421 -0.1 -0.1 0.1
C 4.21162 3.76546 -0.05394 0.0 0.0 0.0
C 4.18066 4.97863 -0.70423 0.0 0.0 0.0
C 3.07560 5.28632 -1.49844 0.0 0.0 0.0
C 2.03232 4.39722 -1.61424 0.0 -0.1 0.0
C 2.04850 3.15390 -0.95049 -0.1 0.2 -0.2
S 0.59984 2.21198 -1.19561 0.1 -0.2 0.1
H 5.05224 3.48198 0.56385 0.0 0.0 0.0
H 4.99966 5.67837 -0.60176 0.0 0.0 0.0
H 3.02866 6.23326 -2.02328 0.0 0.0 0.0
H 1.16842 4.64528 -2.21872 0.0 0.0 0.0
N -2.96069 -0.70881 -2.55921 0.1 -0.3 -0.1
N -3.29575 -1.76199 -1.65260 -0.1 -0.1 -0.1
H -3.74559 -0.46565 -3.15492 0.0 0.1 0.0
H -2.17436 -0.99487 -3.12621 0.1 0.1 -0.1
H -3.84981 -2.47450 -2.12674 -0.1 0.0 0.1
H -3.93061 -1.31940 -0.98988 0.1 0.0 0.1
N -4.88616 -4.44472 3.22598 0.0 0.0 0.0
C -4.09209 -3.72965 2.80540 0.1 0.1 0.0
C -3.09024 -2.83455 2.26956 -0.4 -0.2 0.3
C -2.24529 -3.27120 1.26989 0.2 0.2 -0.1
C -1.30819 -2.37541 0.77513 -0.4 0.0 0.0
N -1.19194 -1.13323 1.23841 0.2 -0.1 -0.1
C -2.01276 -0.72502 2.21883 0.0 -0.2 0.2
C -2.97874 -1.53884 2.76661 0.2 0.0 -0.2
H -2.30085 -4.27148 0.86823 0.0 0.0 0.0
H -0.62751 -2.66232 -0.00073 0.0 0.0 -0.1
H -1.86416 0.27484 2.58880 0.0 0.0 -0.1
H -3.61043 -1.16852 3.55944 0.0 0.0 0.0
C -0.11812 4.08807 1.66052 0.0 0.0 0.0
Si -0.01665 2.75677 2.97432 -0.1 -0.1 0.0
C 1.18904 3.46070 4.24917 0.0 -0.1 0.1
C -1.72919 2.78220 3.79473 0.0 0.0 0.0
C 0.62637 1.05867 2.43488 -0.3 0.0 0.0
Si 0.77933 -0.11861 3.91003 0.1 0.0 0.0
C -0.49151 0.12712 5.29112 0.0 0.1 0.0
C 2.46113 0.16751 4.70771 0.0 0.0 0.0
C 0.72786 -2.00223 3.64347 0.0 0.0 0.0
H -0.06314 5.04924 2.18165 0.0 0.0 0.0
H -1.06542 4.04141 1.12515 0.0 0.0 0.0
H 0.67799 4.05442 0.92138 0.1 0.0 0.0
H 0.92282 4.49596 4.47824 0.0 0.0 0.0
H 2.21162 3.44956 3.86244 0.0 0.0 0.0
H 1.18655 2.90597 5.18998 0.0 0.0 0.0
H -2.19411 3.73892 3.54299 0.0 0.0 0.0
H -1.67430 2.71303 4.88135 0.0 0.0 0.0
H -2.41559 2.00496 3.45569 0.0 0.0 -0.1
H 1.69636 1.31158 2.38662 0.0 0.0 -0.1
H -0.41578 1.10393 5.77105 0.0 0.0 0.0
H -0.29232 -0.63295 6.05170 0.0 0.0 0.0
H -1.52658 0.00383 4.96767 0.0 0.0 0.0
H 2.56065 1.15278 5.16264 0.0 0.0 0.0
H 3.24874 0.07405 3.95469 0.0 0.0 0.0
H 2.63661 -0.58576 5.48131 0.0 0.0 0.0
H 0.09061 -2.43068 4.42254 0.0 0.0 0.0
H 1.73596 -2.39944 3.77066 0.0 0.0 0.0
H 0.37207 -2.38506 2.69191 0.0 0.1 0.0
S -5.14859 1.07178 -1.24987 0.3 -0.1 0.1
P -3.38560 1.98551 -1.18469 -0.5 0.5 0.2
S -2.00148 1.42835 0.22887 0.0 -0.3 0.1
C -2.73957 2.39785 -2.83209 0.1 -0.3 -0.1
C -3.43421 3.35472 -3.57084 -0.1 0.0 0.0
C -3.02999 3.66581 -4.85799 0.0 0.0 0.0
C -1.93057 3.02441 -5.41768 0.0 0.0 0.0
C -1.23884 2.07322 -4.68503 0.0 0.0 -0.1
C -1.64547 1.75966 -3.39667 0.0 0.2 0.0
C -3.67668 3.67188 -0.50871 0.2 0.1 -0.2
C -2.69081 4.64006 -0.70329 0.0 0.0 0.0
C -2.86724 5.92783 -0.22891 0.0 0.0 0.0
C -4.03020 6.25896 0.45916 0.1 0.0 0.0
C -5.00100 5.29436 0.67173 0.0 0.0 0.0
C -4.82806 4.00393 0.18463 -0.1 0.0 0.0
H -4.29947 3.84719 -3.14376 0.0 0.0 0.0
H -3.57551 4.41046 -5.42435 0.0 0.0 0.0
H -1.61641 3.26842 -6.42520 0.0 0.0 0.0
H -0.37546 1.56720 -5.09781 0.0 0.0 0.0
H -1.07895 1.03895 -2.83610 0.0 -0.2 0.1
H -1.77042 4.37510 -1.21331 0.0 0.0 0.0
H -2.09017 6.66623 -0.38148 0.0 0.0 0.0
H -4.17492 7.26729 0.82727 0.0 0.0 0.0
H -5.90492 5.54554 1.21318 0.0 0.0 0.0
H -5.59163 3.25024 0.32978 0.0 0.0 0.0
F -2.39699 -3.92680 -6.67673 -0.1 0.0 0.0
C -1.32273 -4.04848 -5.89239 0.2 -0.1 0.1
C -1.26308 -3.47637 -4.68673 0.0 0.1 0.0
N -0.17255 -3.60626 -3.86163 0.0 -0.1 0.1
C -0.14796 -2.94702 -2.56634 -0.1 0.1 -0.1
C 0.17167 -1.44336 -2.65338 0.3 -0.3 0.2
O 0.33532 -0.91591 -3.74017 -0.1 0.1 0.0
O 0.26723 -0.91889 -1.48870 -0.5 0.0 0.0
C 0.94740 -4.30088 -4.25520 0.0 0.0 -0.1
O 1.94219 -4.43576 -3.57140 0.0 0.0 0.0
N 0.85540 -4.86586 -5.51769 0.0 0.0 0.1
C -0.20800 -4.83254 -6.40932 -0.2 0.1 0.0
O -0.17184 -5.40009 -7.47820 0.1 0.0 0.0
H -2.08044 -2.87641 -4.30898 0.0 0.0 0.0
H 0.61969 -3.43178 -1.97053 0.0 0.1 0.1
H -1.11229 -3.06473 -2.06493 0.0 0.0 -0.1
H 1.67322 -5.37657 -5.81492 0.0 0.0 0.0
C 2.22113 -4.31519 0.17225 0.0 0.0 0.0
O 1.40192 -3.15516 0.33954 0.2 0.0 0.0
P 2.06783 -1.67521 0.42294 -0.7 -0.2 0.1
O 3.03973 -1.89376 1.66180 0.1 0.2 0.1
C 4.46308 -1.69590 1.67634 -0.1 -0.1 -0.1
O 3.03568 -1.75081 -0.83459 0.1 0.0 -0.1
C 3.28837 -0.79884 -1.88271 0.0 -0.1 0.1
H 2.63658 -4.34321 -0.83594 0.0 0.0 0.0
H 1.58306 -5.18336 0.32768 0.0 0.0 0.0
H 3.02483 -4.32423 0.90995 0.0 0.0 0.0
H 4.82058 -2.20043 2.57198 0.0 0.0 0.0
H 4.68608 -0.63301 1.70611 0.0 0.0 0.0
H 4.91049 -2.15363 0.79367 0.0 0.0 0.0
H 4.20980 -0.26713 -1.64724 0.0 0.0 0.0
H 2.46790 -0.09706 -1.99759 0.0 0.0 0.0
H 3.40716 -1.38068 -2.79449 0.0 0.0 0.0
```
Forces are in eV/Å.



3.
ORCA calculation (ωB97M-V with the def2-TZVPD basis set) on a molecular structure, C37H41Cl2F5IrN3O5PTe.

As for the spin multiplicity: 2. For the frontier orbital gap (alpha / beta), the calculation gives 7.360 / 6.296 eV.

Geometry as XYZ:
```
96
Properties=species:S:1:pos:R:3:forces:R:3
Ir 0.10854 -0.27369 0.38501 -0.2 0.0 0.2
O -0.96611 -0.09391 2.07239 0.1 -0.1 0.0
C -1.69319 -1.10369 2.54765 0.0 0.0 -0.1
C -2.42198 -0.83427 3.71612 0.0 0.0 0.0
C -3.23969 -1.78256 4.28374 0.0 0.0 0.0
C -3.36430 -3.04945 3.70900 0.0 0.0 0.0
C -2.64021 -3.33515 2.57709 0.0 0.0 0.0
C -1.79088 -2.39155 1.97004 0.0 0.0 0.0
C -1.07642 -2.86213 0.80204 0.0 0.0 -0.1
N -0.28114 -2.16766 0.07567 0.1 0.0 0.1
N 0.26883 -2.75786 -1.05837 0.0 0.0 0.0
C 0.96186 -1.87895 -1.71511 0.0 0.0 0.0
O 1.12015 -0.63496 -1.35753 0.1 0.1 0.0
C 1.60016 -2.27898 -2.99444 0.0 0.0 0.0
C 1.20472 -3.43839 -3.65621 0.0 0.0 0.0
C 1.78699 -3.77965 -4.86632 0.0 0.0 0.0
C 2.76923 -2.97059 -5.42321 0.0 0.0 0.0
C 3.17199 -1.81896 -4.76214 0.0 0.0 0.0
C 2.58781 -1.47277 -3.55261 0.0 0.0 0.0
H -2.30131 0.14454 4.16208 0.0 0.0 0.0
H -3.78445 -1.54297 5.18848 0.0 0.0 0.0
H -4.00697 -3.79624 4.15437 0.0 0.0 0.0
H -2.70814 -4.31985 2.12883 0.0 0.0 0.0
H -1.23304 -3.88952 0.48623 0.0 0.0 0.0
H 0.44159 -4.06033 -3.20931 0.0 0.0 0.0
H 1.47537 -4.68153 -5.37712 0.0 0.0 0.0
H 3.22476 -3.24203 -6.36682 0.0 0.0 0.0
H 3.95108 -1.19596 -5.18305 0.0 0.0 0.0
H 2.91062 -0.58945 -3.01671 0.0 0.0 0.0
F 0.87419 -1.56867 3.67620 0.0 0.1 0.1
Te 1.43607 0.21229 3.19117 0.2 -0.5 0.3
F 3.07453 -0.34269 3.87286 0.0 0.0 -0.1
F 0.32888 1.71016 0.79939 -0.2 0.1 -0.1
F 2.40917 1.88893 2.96587 -0.2 0.0 0.0
F 0.87601 0.65217 5.00220 0.1 0.2 -0.1
O 1.78972 -0.47409 1.41667 -0.2 0.0 0.0
C -1.96519 4.06535 -3.56887 0.0 0.0 0.0
C -0.82640 4.36078 -2.58852 0.0 0.0 0.0
C 0.14215 5.38963 -3.17356 0.0 0.0 0.0
P -0.08527 2.81806 -1.93849 0.1 0.0 -0.1
C 0.30154 1.58416 -3.20470 0.0 0.0 0.0
C 1.17278 2.20224 -4.30769 0.0 0.0 0.0
C -0.88396 0.82207 -3.79707 0.0 0.0 0.0
C 1.46534 3.31816 -1.13712 -0.2 0.0 0.0
C 1.27850 4.33792 -0.01037 0.0 0.0 0.0
C 2.49765 2.24693 -0.79800 0.1 0.0 0.0
H -2.51090 4.98842 -3.76625 0.0 0.0 0.0
H -2.67674 3.33877 -3.17799 0.0 0.0 0.0
H -1.58435 3.69934 -4.52258 0.0 0.0 0.0
H -1.26979 4.78402 -1.68018 0.0 0.0 0.0
H 0.64132 5.01756 -4.06836 0.0 0.0 0.0
H 0.89632 5.71371 -2.45943 0.0 0.0 0.0
H -0.43093 6.27174 -3.46242 0.0 0.0 0.0
H 0.90517 0.85878 -2.65079 0.0 0.0 0.1
H 0.59620 2.85373 -4.96573 0.0 0.0 0.0
H 1.56936 1.38525 -4.91202 0.0 0.0 0.0
H 2.02543 2.76104 -3.92063 0.0 0.0 0.0
H -1.54217 1.46292 -4.38340 0.0 0.0 0.0
H -1.46530 0.30131 -3.04072 0.0 0.0 0.0
H -0.48252 0.05555 -4.46238 0.0 0.0 0.0
H 1.83843 3.85265 -2.02679 0.0 0.1 0.0
H 1.06054 3.81225 0.91509 0.0 0.0 0.0
H 0.48391 5.06078 -0.20586 0.0 0.0 0.0
H 2.21096 4.89057 0.11101 0.0 0.0 0.0
H 2.21108 1.67576 0.07948 0.1 0.1 -0.1
H 3.43381 2.76403 -0.57813 0.0 0.0 0.0
H 2.68224 1.56346 -1.62661 0.0 0.0 0.0
Cl -7.80189 2.63485 -2.05368 0.0 0.0 0.0
C -7.34120 1.07535 -1.42506 0.0 0.0 0.0
C -7.73535 -0.05227 -2.11524 0.0 0.0 0.0
C -7.36498 -1.30305 -1.64829 0.0 0.0 0.0
C -6.63135 -1.39816 -0.48041 0.0 0.0 0.0
C -6.26766 -0.26051 0.22531 0.0 0.0 0.0
Cl -5.42034 -0.49841 1.71976 0.0 0.0 0.0
C -6.58629 1.02608 -0.24007 0.0 0.0 0.0
N -6.24385 2.20996 0.38642 0.0 0.0 0.0
C -5.13676 2.48804 1.22652 0.0 0.0 0.0
C -5.37424 3.08830 2.45599 0.0 0.0 0.0
C -4.32379 3.39013 3.30657 0.0 0.0 0.0
C -3.02701 3.06911 2.93836 0.0 0.0 0.0
C -2.78016 2.49118 1.70182 0.0 0.0 0.0
C -3.82459 2.22431 0.82255 0.0 0.0 0.0
C -3.58775 1.64139 -0.56253 0.0 0.0 0.0
C -2.14768 1.29871 -0.75290 -0.1 -0.1 0.1
O -1.40250 2.37066 -1.10066 0.1 0.0 0.0
O -1.73944 0.17390 -0.56394 0.1 0.3 -0.2
H -8.31909 0.06009 -3.01802 0.0 0.0 0.0
H -7.65551 -2.19487 -2.18519 0.0 0.0 0.0
H -6.34417 -2.36028 -0.07888 0.0 0.0 0.0
H -6.84308 2.99001 0.17493 0.0 0.0 0.0
H -6.39823 3.28159 2.75060 0.0 0.0 0.0
H -4.52312 3.84767 4.26667 0.0 0.0 0.0
H -2.19998 3.26015 3.60957 0.0 0.0 0.0
H -1.75628 2.23677 1.45040 0.0 0.0 0.0
H -3.91885 2.34402 -1.33165 0.0 0.0 0.0
H -4.13335 0.70804 -0.68992 0.0 0.0 0.0
```
Forces are in eV/Å.



Record order is preserved below.
Electronic energy: -17148.663 -142152.009 -111797.538 eV
Record order is preserved below.
F_max: 0.0365 0.0236 0.0129 hartree/bohr